ORCA calculation (wB97M-V/def2-TZVPD) on a single C4H9NO molecule in a non-equilibrium geometry.

ORCA input file:
```
! RIJCOSX wB97M-V def2-TZVPD def2/J DEFGRID3
* xyz 0 1
C 2.21 0.54 -0.02
O 0.80 0.51 0.07
C 0.28 -0.80 0.19
C -1.24 -0.78 0.12
C -1.98 0.45 0.48
N -1.91 0.18 -0.93
H 2.57 0.05 -0.94
H 2.69 0.05 0.84
H 2.52 1.59 -0.04
H 0.70 -1.27 1.11
H 0.63 -1.42 -0.65
H -1.82 -1.40 -0.54
H -1.36 1.30 0.76
H -2.95 0.39 0.95
H -1.14 0.62 -1.39
*
```

Properties
SMILES	COC[C@H]1CN1
calculated total energy	-7828.26448	eV
energy above the lowest of the compared OMol25 structures with the same formula, charge and spin	4.0555	eV